# 1
A 2-piece molecular cluster, C3H8NO overall, computed with ωB97M-V with the def2-TZVPD basis set.

Last column: Löwdin charge in e.
CARTESIAN COORDINATES (ANGSTROEM)
C: -0.31493 -0.06021 -0.76100  -0.376
N: -1.39137 0.73128 -1.67729  -0.179
C: -0.61370 0.33987 0.69738  -0.167
C: -0.13857 -1.02428 0.78099  -0.508
O: 1.03549 -1.34629 1.06075  -0.156
H: -1.12985 -0.63061 -1.39000  0.083
H: 2.96512 1.09423 1.21075  0.020
H: 0.72236 0.06384 -1.04289  0.085
H: -1.06750 0.58631 -2.63785  -0.088
H: -1.68573 0.51839 0.72890  0.092
H: 0.03859 1.04526 1.17338  0.080
H: 2.44824 0.53490 1.08878  0.006
H: -0.86813 -1.85270 0.76810  0.107

Computed properties:
Orbital gap: 6.592 eV
E_HOMO: -1.938 eV
E_tot: -248.91720 hartree
Charge: -1

---

# 2
A 2-piece molecular cluster, C3H8NO overall, computed with ωB97M-V with the def2-TZVPD basis set.

Last column: Löwdin charge in e.
CARTESIAN COORDINATES (ANGSTROEM)
C: 1.55001 -2.13364 -0.63677  -0.172
N: 0.47606 -1.56366 -1.08881  -0.109
H: 2.29414 -1.59455 -1.13026  0.028
H: 1.50138 -3.03517 0.03621  0.067
H: -0.19589 -0.95589 -0.54870  0.059
H: 0.15487 -1.89798 -2.01770  0.098
C: -0.75549 2.05090 1.51340  -0.004
C: -0.34843 1.36283 0.37162  -0.264
O: -1.26274 0.50554 -0.16344  -0.092
H: -0.04604 2.75967 1.96809  0.040
H: -1.81224 1.99231 1.97245  0.082
H: 0.61928 1.61704 -0.16400  0.133
H: -2.17492 0.89259 -0.11208  0.134

Computed properties:
Orbital gap (spin up / spin down): 8.029 / 9.002 eV
E_HOMO (spin up / spin down): -7.269 / -8.248 eV
E_tot: -248.92776 hartree
2S+1: 2
Expectation value of S²: 0.75
Charge: 0

---

# 3
An isolated ion of composition C3H8NO and charge +1, computed with ωB97M-V with the def2-TZVPD basis set.

Last column: Löwdin charge in e.
CARTESIAN COORDINATES (ANGSTROEM)
C: 0.49001 -0.94109 -1.09331  0.022
N: -0.66208 -0.45955 -0.27940  0.005
C: -0.33770 0.19194 1.02892  -0.059
C: 0.34782 1.54274 0.75583  -0.201
O: 1.44560 1.57482 0.28811  0.111
H: 1.22072 -0.14661 -1.22730  0.097
H: 0.98644 -1.74944 -0.56230  0.117
H: 0.09471 -1.23736 -2.06043  0.114
H: -1.20982 0.20301 -0.84549  0.191
H: -1.30330 -1.23385 -0.09659  0.186
H: -1.24285 0.26667 1.61397  0.136
H: 0.39659 -0.45889 1.48997  0.143
H: -0.22614 2.44762 0.98802  0.138

Computed properties:
Orbital gap: 10.681 eV
E_HOMO: -15.014 eV
E_tot: -248.81634 hartree
Charge: +1
SMILES string: C[NH2+]CC=O

---

# 4
A 2-piece molecular cluster, C3H8NO overall, computed with ωB97M-V with the def2-TZVPD basis set.

Last column: Löwdin charge in e.
CARTESIAN COORDINATES (ANGSTROEM)
C: -0.59244 1.02796 0.00793  -0.125
C: -0.26220 1.82549 1.00983  0.109
C: 0.37102 -0.39575 -1.69505  0.174
N: 0.41270 0.20475 -0.58313  0.016
H: -1.59832 0.85983 -0.32294  0.133
H: 0.56380 1.71555 1.70149  0.091
H: -0.89138 2.66021 1.27889  0.088
H: 1.22701 -0.74155 -2.25865  0.132
H: -0.60234 -0.48179 -2.16043  0.129
H: 1.27306 0.25416 -0.04115  0.177
H: 0.17662 -1.83515 1.87478  0.062
H: -0.41919 -2.78358 0.73212  0.058
O: -0.02310 -1.93380 0.93541  -0.044

Computed properties:
Orbital gap: 9.678 eV
E_HOMO: -14.861 eV
E_tot: -248.78563 hartree
Charge: +1